Formula: C6H13N2O4
Source: the Open Molecules 2025 dataset
Level of theory: wB97M-V/def2-TZVPD

Properties
Total charge: +1
ΔE to the lowest compared entry with this formula, charge and spin in kcal per mole: 148.3

Structure (XYZ):
```
25
C6H13N2O4 wB97M-V/def2-TZVPD
C 2.81 -0.57 0.22
C -0.99 2.09 1.36
C -0.61 0.27 -1.16
C -1.69 0.32 0.00
C 0.60 -0.57 -0.77
C -2.28 -1.03 0.41
N 3.63 0.04 1.09
N 1.59 -0.03 -0.08
O -1.12 0.79 1.18
O -0.20 1.59 -1.43
O 0.82 -1.84 -1.29
O -1.87 -1.95 -0.61
H 3.13 -1.37 -0.53
H -1.80 2.78 0.86
H -0.31 2.50 2.11
H -1.06 -0.03 -2.08
H -2.45 1.02 -0.51
H -3.41 -1.16 0.34
H -1.97 -1.25 1.44
H 4.56 -0.24 1.39
H 3.21 0.82 1.58
H 1.31 0.93 0.34
H 0.53 1.88 -2.01
H -0.11 -2.16 -1.38
H -2.30 -2.81 -0.48
```